{
  "formula": "C5H5NO",
  "method": "ωB97M-V/def2-TZVPD",
  "lumo_ev": [-0.997, -1.208],
  "homo_lumo_gap_ev": [7.164, 6.846],
  "total_charge": 0,
  "e_above_lowest_ev": 5.944,
  "species": ["O", "C", "C", "C", "C", "C", "N", "H", "H", "H", "H", "H"],
  "xyz": [[-2.02466, 0.00298, -0.34729], [-0.85914, 0.19048, -0.69352], [-0.45393, 0.60448, -2.05057], [0.21230, 0.94660, -2.99731], [0.31701, -0.10937, 0.12525], [0.49760, -0.25805, 2.19307], [-0.08505, -1.00791, 1.24919], [0.87905, 1.27416, -3.76627], [1.13584, -0.48460, -0.49679], [-0.09524, 0.04018, 3.07324], [1.57112, -0.31412, 2.40125], [-1.09490, -0.88483, 1.30974]]
}

{
  "formula": "C5H5NO",
  "method": "ωB97M-V/def2-TZVPD",
  "lumo_ev": 0.583,
  "homo_lumo_gap_ev": 10.962,
  "total_charge": 0,
  "e_above_lowest_ev": 1.408,
  "smiles": "N#C[C@@H]1C[C@@H]1C=O",
  "species": ["N", "C", "C", "C", "C", "C", "O", "H", "H", "H", "H", "H"],
  "xyz": [[0.54827, -1.60291, -2.23460], [0.38205, -0.62897, -1.63184], [0.18480, 0.56669, -0.84075], [0.97442, 0.73259, 0.42766], [-0.49144, 0.43614, 0.51769], [-0.98002, -0.92593, 0.90838], [-2.15117, -1.20456, 0.97337], [-0.06719, 1.45117, -1.41766], [1.67198, -0.06513, 0.67408], [1.31739, 1.73300, 0.67440], [-1.17324, 1.24294, 0.76911], [-0.19094, -1.67496, 1.13254]]
}

{
  "formula": "C5H5NO",
  "method": "ωB97M-V/def2-TZVPD",
  "lumo_ev": 0.657,
  "homo_lumo_gap_ev": 11.430,
  "total_charge": 0,
  "e_above_lowest_ev": 2.471,
  "smiles": "C#C[C@@H](C#N)CO",
  "species": ["C", "C", "C", "C", "N", "C", "O", "H", "H", "H", "H", "H"],
  "xyz": [[0.92805, 2.21229, -0.20980], [0.70967, 1.03176, -0.13820], [0.39159, -0.39039, -0.31211], [1.39730, -1.28343, 0.28524], [2.12783, -2.02226, 0.79244], [-1.01019, -0.76520, 0.24276], [-2.01315, 0.03846, -0.30729], [1.14518, 3.25606, -0.24366], [0.39761, -0.51430, -1.40105], [-0.98139, -0.71089, 1.34045], [-1.23806, -1.79861, -0.03419], [-1.85444, 0.94652, -0.01458]]
}

{
  "formula": "C5H5NO",
  "method": "ωB97M-V/def2-TZVPD",
  "lumo_ev": -1.292,
  "homo_lumo_gap_ev": 9.892,
  "total_charge": 0,
  "e_above_lowest_ev": 4.497,
  "species": ["O", "C", "C", "C", "C", "C", "N", "H", "H", "H", "H", "H"],
  "xyz": [[1.49239, 0.66407, -1.16740], [0.91594, 0.70882, 0.10528], [-0.56360, 0.23262, 0.09530], [0.08769, -2.08172, -0.57472], [-0.75261, -1.08745, -0.64712], [-1.05895, 0.12694, 1.47528], [-1.39720, 0.04888, 2.57861], [1.63986, -0.26512, -1.39517], [1.48447, 0.12732, 0.84558], [0.92505, 1.75509, 0.42146], [-1.15887, 0.98676, -0.42695], [-1.61419, -1.21621, -1.31016]]
}

{
  "formula": "C5H5NO",
  "method": "ωB97M-V/def2-TZVPD",
  "lumo_ev": 1.046,
  "homo_lumo_gap_ev": 9.179,
  "total_charge": 0,
  "e_above_lowest_ev": 3.703,
  "species": ["C", "C", "C", "C", "C", "H", "H", "H", "H", "H", "N", "O"],
  "xyz": [[-0.27240, 1.69117, 0.70770], [0.66476, 0.18867, -0.26161], [0.76248, -1.02332, -0.94663], [-1.14972, -0.96937, 0.50640], [-0.45167, 0.24171, 0.55795], [0.22957, 1.94459, 1.62186], [-1.14835, 2.53527, 0.59754], [1.60904, -1.41003, -1.67426], [-0.35792, -2.73636, -0.34466], [-1.99330, -1.44983, 0.88100], [-0.29352, -1.75620, -0.28185], [0.79936, 1.57958, -0.31142]]
}

{
  "formula": "C5H5NO",
  "method": "ωB97M-V/def2-TZVPD",
  "lumo_ev": [-0.133, -0.135],
  "homo_lumo_gap_ev": [8.019, 8.018],
  "total_charge": 0,
  "e_above_lowest_ev": 4.771,
  "smiles": "[H]/N=C1/C[C@H]1C=C=O",
  "species": ["H", "N", "C", "C", "C", "C", "C", "O", "H", "H", "H", "H"],
  "xyz": [[-2.21722, -1.35440, 0.51309], [-1.44478, -1.22446, -0.15092], [-0.37542, -0.92236, 0.47195], [0.91797, -1.14115, -0.21775], [0.74616, 0.16638, 0.42652], [0.35456, 1.32755, -0.35658], [-0.84065, 1.79612, -0.10442], [-1.86220, 2.29449, 0.19947], [1.56297, -1.87395, 0.25260], [0.88392, -1.20953, -1.30081], [1.26803, 0.35932, 1.35840], [1.00668, 1.78200, -1.09157]]
}

{
  "formula": "C5H5NO2",
  "method": "ωB97M-V/def2-TZVPD",
  "lumo_ev": -1.022,
  "homo_lumo_gap_ev": 8.741,
  "total_charge": 0,
  "e_above_lowest_ev": 4.112,
  "smiles": "O=C1C=CN=C1CO",
  "species": ["O", "C", "C", "C", "N", "C", "C", "O", "H", "H", "H", "H", "H"],
  "xyz": [[0.08998, 2.06025, 0.15028], [-0.50245, 0.99817, -0.00190], [-1.82591, 0.72401, -0.31095], [-1.86348, -0.57448, -0.14768], [-0.60449, -1.27520, -0.03909], [0.24203, -0.46546, 0.13453], [1.73910, -0.77364, 0.06330], [2.35089, 0.57267, -0.35812], [-2.71267, 1.32024, -0.06023], [-2.83189, -1.03230, 0.21056], [2.09471, -1.25402, 1.03786], [1.94312, -1.69678, -0.75942], [1.88104, 1.39653, 0.08087]]
}

{
  "formula": "C5H5NO2",
  "method": "ωB97M-V/def2-TZVPD",
  "lumo_ev": 0.453,
  "homo_lumo_gap_ev": 9.552,
  "total_charge": 0,
  "e_above_lowest_ev": 2.386,
  "smiles": "NC1=CC(=O)[C@@H]2O[C@H]12",
  "species": ["N", "C", "C", "C", "O", "C", "O", "C", "H", "H", "H", "H", "H"],
  "xyz": [[-2.02509, -0.64160, -0.04284], [-0.69830, -0.28145, -0.03217], [0.30904, -1.18950, 0.11066], [1.57859, -0.46368, 0.00517], [2.70800, -0.87572, 0.06204], [1.22431, 0.97845, -0.35604], [0.48576, 1.55228, 0.82148], [-0.26995, 1.05047, -0.28990], [-2.62670, 0.09179, 0.26053], [-2.14448, -1.54881, 0.46325], [0.32201, -2.11913, 0.72715], [1.93368, 1.69009, -0.80459], [-0.79686, 1.75679, -0.92476]]
}

{
  "formula": "C5H5NO2S",
  "method": "ωB97M-V/def2-TZVPD",
  "lumo_ev": -0.237,
  "homo_lumo_gap_ev": 8.826,
  "total_charge": 0,
  "e_above_lowest_ev": 2.628,
  "smiles": "O=C1OCC[C@@H]2C(=S)N12",
  "species": ["O", "C", "O", "C", "C", "C", "C", "S", "N", "H", "H", "H", "H", "H"],
  "xyz": [[1.60364, -2.31458, -0.19529], [0.79769, -1.49166, 0.16919], [-0.54242, -1.63699, -0.07402], [-1.37879, -0.51481, -0.30931], [-0.77424, 0.83100, -0.39256], [0.19777, 0.88330, 0.75466], [1.72048, 0.89510, 0.34512], [2.95219, 1.65166, -0.30013], [1.14880, -0.26138, 0.82899], [-1.96115, -0.66453, 0.64800], [-1.92322, -0.92610, -1.14692], [-0.09323, 0.64406, -1.25637], [-1.45389, 1.59958, -0.70749], [-0.29364, 1.30535, 1.63615]]
}

{
  "formula": "C5H5NO4",
  "method": "ωB97M-V/def2-TZVPD",
  "lumo_ev": [-0.679, -1.590],
  "homo_lumo_gap_ev": [8.965, 5.782],
  "total_charge": 0,
  "e_above_lowest_ev": 4.997,
  "species": ["C", "C", "C", "C", "C", "N", "O", "O", "O", "O", "H", "H", "H", "H", "H"],
  "xyz": [[0.26967, 1.94857, -0.74170], [0.67060, 0.63817, -0.82568], [0.71496, -1.34700, 0.83379], [-0.09930, 2.23005, 0.63975], [0.51623, 0.05979, 0.46805], [-1.59828, -3.05616, -0.85011], [-1.26616, -4.15478, -0.59206], [0.48882, -1.84266, 1.92158], [-1.18281, -1.96200, -0.61877], [-0.03447, 0.97041, 1.30186], [0.09302, 2.59233, -1.58341], [0.98266, 0.10074, -1.69750], [1.15752, -1.74923, -0.12748], [0.39998, 3.11853, 1.08799], [-1.11243, 2.45324, 0.78369]]
}

{
  "formula": "C5H5NOS",
  "method": "ωB97M-V/def2-TZVPD",
  "lumo_ev": -1.205,
  "homo_lumo_gap_ev": 7.741,
  "total_charge": 0,
  "e_above_lowest_ev": 5.609,
  "smiles": "S=C[C@@H]1C=CC=NO1",
  "species": ["S", "C", "C", "C", "C", "C", "N", "O", "H", "H", "H", "H", "H"],
  "xyz": [[3.38309, -0.30601, 0.10200], [1.67283, -0.35288, 0.47304], [0.70905, -0.33253, -0.60712], [0.09044, 1.00054, -0.47099], [-1.23873, 0.96300, 0.04393], [-1.87007, -0.37137, 0.55496], [-1.32835, -1.41747, 0.09088], [-0.25192, -1.32211, -0.70568], [1.41687, -0.56406, 1.63984], [1.21881, -0.48846, -1.57972], [0.89067, 1.83463, -0.63473], [-1.96230, 1.79224, 0.05087], [-2.73039, -0.43551, 1.04270]]
}

{
  "formula": "C5H5NS",
  "method": "ωB97M-V/def2-TZVPD",
  "lumo_ev": -1.574,
  "homo_lumo_gap_ev": 7.875,
  "total_charge": 0,
  "e_above_lowest_ev": 2.283,
  "smiles": "C/C=C\\C(=S)C#N",
  "species": ["C", "C", "C", "C", "S", "C", "N", "H", "H", "H", "H", "H"],
  "xyz": [[-1.56710, 0.27768, 0.10172], [-0.54684, -0.87196, -0.05605], [0.77183, -0.93051, -0.11583], [1.75335, 0.10631, -0.01326], [3.34147, 0.11284, 0.02873], [1.07615, 1.37188, 0.12073], [0.38390, 2.33324, -0.20377], [-1.34411, 0.77664, 1.08068], [-1.54553, 0.81412, -0.77626], [-2.52709, -0.21073, 0.30019], [-0.90288, -1.83501, -0.29072], [1.10684, -1.94450, -0.17617]]
}

{
  "formula": "C5H5NS",
  "method": "ωB97M-V/def2-TZVPD",
  "lumo_ev": 0.410,
  "homo_lumo_gap_ev": 8.192,
  "total_charge": 0,
  "e_above_lowest_ev": 4.737,
  "species": ["C", "C", "C", "C", "C", "N", "S", "H", "H", "H", "H", "H"],
  "xyz": [[1.02994, 2.18851, 0.75198], [-1.92555, -0.90118, -0.80341], [1.15931, 1.11837, 0.28027], [-1.15191, -1.08819, 0.24784], [1.12901, -0.29181, -0.11542], [0.03348, -0.95259, 0.68336], [-2.96919, 0.38679, -1.00694], [1.19711, 3.29272, 0.89205], [-1.91304, -1.73462, -1.57690], [0.98637, -0.46361, -1.22305], [2.07551, -0.71418, 0.17745], [0.34896, -0.84020, 1.69277]]
}

{
  "formula": "C5H5NS2",
  "method": "ωB97M-V/def2-TZVPD",
  "lumo_ev": 0.361,
  "homo_lumo_gap_ev": 9.631,
  "total_charge": 0,
  "e_above_lowest_ev": 2.667,
  "smiles": "N#CC1S[C@@H]2C[C@H]2S1",
  "species": ["N", "C", "C", "S", "C", "C", "C", "S", "H", "H", "H", "H", "H"],
  "xyz": [[3.56239, -0.00353, 0.80566], [2.68120, 0.04303, 0.08121], [1.45106, 0.05330, -0.69514], [0.42928, 1.62407, -0.33305], [-1.05222, 0.60969, -0.29764], [-2.06875, -0.12402, 0.58794], [-0.63399, -0.62450, 0.48008], [0.51173, -1.53340, -0.51951], [1.79475, 0.20629, -1.71226], [-1.27242, 0.27218, -1.32713], [-2.89183, -0.52946, -0.01437], [-2.33609, 0.33268, 1.53765], [-0.17512, -0.32633, 1.40656]]
}

{
  "formula": "C5H5O2",
  "method": "ωB97M-V/def2-TZVPD",
  "lumo_ev": [-6.460, -6.460],
  "homo_lumo_gap_ev": [8.918, 8.919],
  "total_charge": 1,
  "e_above_lowest_ev": 0.000,
  "species": ["C", "C", "C", "C", "C", "O", "O", "H", "H", "H", "H", "H"],
  "xyz": [[-0.79624, 0.06019, -0.84273], [-0.02178, 0.57697, 0.31257], [0.07099, -0.59834, -1.63439], [-0.58604, -0.08762, 1.68694], [1.33261, 0.16018, -0.04717], [-0.93217, 0.55585, 2.59842], [1.33552, -0.51448, -1.12829], [-1.85337, 0.17727, -0.97914], [-0.11675, 1.64685, 0.51590], [-0.05515, -1.13124, -2.55954], [-0.63524, -1.17689, 1.59335], [2.25761, 0.33126, 0.48408]]
}

Number 1: calculated total energy -323.301247 Ha. Number 2: calculated total energy -323.467942 Ha. Number 3: calculated total energy -323.428877 Ha. Number 4: calculated total energy -323.354427 Ha. Number 5: calculated total energy -323.383609 Ha. Number 6: calculated total energy -323.344353 Ha. Number 7: calculated total energy -398.627345 Ha. Number 8: calculated total energy -398.690781 Ha. Number 9: calculated total energy -796.854235 Ha. Number 10: calculated total energy -549.028272 Ha. Number 11: calculated total energy -721.513511 Ha. Number 12: calculated total energy -646.368924 Ha. Number 13: calculated total energy -646.278746 Ha. Number 14: calculated total energy -1044.537299 Ha. Number 15: calculated total energy -343.646407 Ha.